Entry from the OMol25 dataset: a cluster of 8 separate species, C58H76FN10O8P2S in total in a non-equilibrium geometry (ωB97M-V with the def2-TZVPD basis set).

orbital gap: 0.2737 Ha
HOMO level: -10.47 eV
charge: +1
E_LUMO: -0.1110 Eh

Each line ends with the Löwdin charge.
Geometry (Å):
C -5.968 -3.817 -2.759  -0.06
C -4.470 -4.015 -2.459  -0.27
O -4.010 -2.862 -1.759  -0.14
C -2.826 -2.296 -2.320  -0.19
C -1.647 -3.085 -1.747  -0.14
C -0.206 -2.614 -1.982  -0.50
P 0.761 -3.935 -0.883  0.47
S 0.935 -3.357 0.952  0.30
O 0.135 -1.488 -1.210  -0.07
C 0.941 -0.531 -1.832  -0.53
O 0.892 0.534 -0.980  0.12
F 2.259 -0.985 -1.806  0.09
C 0.443 -0.102 -3.259  -0.17
C 1.382 1.058 -3.623  -0.05
C 1.349 1.802 -4.946  -0.21
C 2.566 2.338 -5.341  -0.06
C 2.728 3.007 -6.523  -0.05
C 1.673 3.206 -7.393  -0.03
C 0.438 2.712 -7.038  -0.26
C -0.742 2.957 -7.956  -0.03
C 0.321 2.033 -5.844  -0.05
C -0.987 0.431 -2.939  -0.04
C -1.284 1.959 -2.916  -0.34
O -0.842 2.634 -1.747  -0.04
C -2.853 2.076 -2.859  -0.21
N -3.412 1.898 -1.522  0.03
N 0.523 -1.318 -4.192  -0.03
C 1.893 -1.470 -4.834  -0.05
C 2.298 -0.708 -6.108  -0.20
O 3.490 -0.586 -6.315  0.09
C -0.524 -1.262 -5.296  -0.18
N -0.287 -1.933 -6.523  -0.07
C -0.746 -1.097 -7.664  -0.07
C 0.424 -2.646 -3.411  -0.19
P -0.190 -4.123 -4.327  0.50
O -1.591 -4.078 -4.716  -0.21
O 0.673 -4.469 -5.652  -0.10
O -0.019 -5.462 -3.435  -0.11
H -6.488 -3.538 -1.841  0.08
H -6.362 -4.769 -3.124  0.08
H -6.076 -3.007 -3.484  0.08
H -4.411 -4.900 -1.809  0.12
H -3.944 -4.220 -3.398  0.11
H -2.872 -1.247 -2.022  0.11
H -2.946 -2.346 -3.410  0.11
H -1.786 -3.060 -0.656  0.13
H -1.804 -4.138 -2.004  0.10
H 0.034 -5.144 -0.891  0.00
H 2.049 -4.137 -1.464  0.00
H 1.088 0.146 -0.110  0.16
H 2.411 0.703 -3.491  0.13
H 1.353 1.834 -2.852  0.14
H 3.447 2.227 -4.712  0.13
H 3.705 3.412 -6.769  0.12
H 1.842 3.764 -8.307  0.12
H -1.715 2.880 -7.470  0.08
H -0.635 2.296 -8.830  0.06
H -0.657 3.987 -8.317  0.09
H -0.673 1.679 -5.567  0.10
H -1.325 0.174 -1.933  0.12
H -1.796 0.028 -3.549  0.10
H -0.997 2.549 -3.786  0.12
H -0.204 3.285 -2.056  0.11
H -3.339 1.458 -3.626  0.11
H -3.053 3.117 -3.138  0.12
H -3.395 2.811 -1.082  0.05
H -2.834 1.309 -0.934  0.06
H 2.696 -1.293 -4.116  0.14
H 2.050 -2.511 -5.129  0.12
H 1.611 -0.240 -6.833  0.12
H -0.699 -0.212 -5.525  0.11
H -1.477 -1.585 -4.859  0.13
H -0.783 -2.807 -6.644  0.09
H -0.217 -0.145 -7.724  0.06
H -0.690 -1.661 -8.591  0.08
H -1.810 -0.855 -7.491  0.10
H 1.458 -2.904 -3.140  0.09
H 1.460 -4.981 -5.413  0.10
H 0.912 -5.708 -3.312  0.09
N -1.175 -5.630 5.242  0.06
C -2.499 -5.648 5.387  -0.15
C -3.388 -5.224 4.411  -0.07
C -2.872 -4.751 3.215  -0.08
C -1.496 -4.723 3.044  -0.11
C -0.698 -5.174 4.084  -0.17
H -2.858 -6.023 6.340  0.10
H -4.455 -5.263 4.584  0.10
H -3.532 -4.409 2.427  0.10
H -1.046 -4.360 2.128  -0.01
H 0.384 -5.173 3.994  0.10
N -2.020 4.263 0.682  0.05
C -2.925 4.959 1.371  -0.15
C -3.208 4.745 2.712  -0.07
C -2.516 3.749 3.378  -0.08
C -1.572 3.011 2.682  -0.07
C -1.361 3.305 1.344  -0.16
H -3.446 5.727 0.811  0.10
H -3.952 5.345 3.218  0.10
H -2.709 3.550 4.424  0.10
H -1.010 2.223 3.166  0.10
H -0.631 2.755 0.761  0.09
N 1.775 -1.713 4.036  0.05
C 0.794 -2.065 4.870  -0.18
C 0.999 -2.424 6.193  -0.07
C 2.295 -2.419 6.678  -0.09
C 3.330 -2.061 5.830  -0.08
C 3.016 -1.716 4.524  -0.16
H -0.204 -2.057 4.445  0.10
H 0.165 -2.698 6.824  0.11
H 2.497 -2.695 7.706  0.12
H 4.356 -2.048 6.172  0.10
H 3.793 -1.425 3.824  0.10
N 1.396 0.994 9.280  0.06
C 0.516 1.986 9.420  -0.13
C -0.196 2.537 8.366  -0.06
C 0.019 2.033 7.094  -0.07
C 0.931 1.002 6.927  -0.06
C 1.587 0.521 8.048  -0.18
H 0.383 2.353 10.430  0.08
H -0.898 3.341 8.541  0.10
H -0.516 2.438 6.244  0.09
H 1.129 0.580 5.950  0.09
H 2.305 -0.283 7.969  0.08
N -0.127 4.938 11.483  0.05
C -0.519 6.211 11.515  -0.16
C -0.855 6.886 12.678  -0.07
C -0.784 6.199 13.878  -0.08
C -0.381 4.875 13.868  -0.07
C -0.063 4.295 12.650  -0.16
H -0.562 6.708 10.552  0.10
H -1.164 7.921 12.642  0.10
H -1.039 6.690 14.809  0.11
H -0.312 4.303 14.784  0.10
H 0.261 3.261 12.596  0.10
N 5.605 2.331 9.136  0.06
C 4.723 1.563 8.494  -0.14
C 4.983 0.954 7.274  -0.07
C 6.222 1.155 6.688  -0.08
C 7.149 1.951 7.340  -0.08
C 6.791 2.511 8.558  -0.16
H 3.769 1.438 8.989  0.08
H 4.232 0.340 6.797  0.07
H 6.462 0.698 5.736  0.10
H 8.127 2.133 6.917  0.10
H 7.486 3.138 9.106  0.10
N -0.010 0.285 -10.468  0.04
C -0.910 -0.528 -11.027  -0.17
C -0.724 -1.161 -12.245  -0.06
C 0.461 -0.938 -12.927  -0.07
C 1.407 -0.097 -12.366  -0.06
C 1.124 0.485 -11.140  -0.14
H -1.825 -0.671 -10.461  0.10
H -1.489 -1.811 -12.648  0.11
H 0.644 -1.413 -13.882  0.11
H 2.344 0.104 -12.866  0.11
H 1.838 1.148 -10.662  0.10


Entry from the OMol25 dataset: a structure of composition C58H79N5O7PS2Sb2Ti in a non-equilibrium geometry (ωB97M-V with the def2-TZVPD basis set).

orbital gap (alpha / beta): 0.2629 / 0.2891 Ha
HOMO level (alpha / beta): -7.04 / -7.77 eV
energy above the lowest of the compared OMol25 structures with the same formula, charge and spin: 174.3 kJ/mol
charge: 0
multiplicity: 2
expectation value of S²: 0.754
E_LUMO (alpha / beta): 0.0041 / 0.0036 Eh

Each line ends with the Löwdin charge.
Geometry (Å):
Ti 0.706 0.260 -0.101  0.74
C 2.025 -3.376 -3.541  -0.36
C 3.419 -3.537 -2.940  -0.38
C 3.404 -4.083 -1.521  -0.37
Sb 2.369 -2.862 -0.022  1.53
C 2.193 -4.698 1.139  -0.37
C 3.265 -5.306 1.785  -0.12
C 3.101 -6.523 2.432  -0.08
C 1.867 -7.157 2.427  -0.09
C 0.800 -6.579 1.755  -0.10
C 0.966 -5.358 1.116  -0.17
C 4.258 -2.252 0.829  -0.38
C 5.156 -1.579 0.006  -0.14
C 6.328 -1.042 0.519  -0.08
C 6.617 -1.177 1.869  -0.09
C 5.728 -1.843 2.699  -0.09
C 4.548 -2.365 2.184  -0.16
Sb 0.775 -1.623 -2.996  1.50
C -0.599 -2.424 -4.498  -0.38
C -0.291 -2.480 -5.853  -0.14
C -1.177 -3.045 -6.760  -0.08
C -2.376 -3.583 -6.317  -0.09
C -2.675 -3.574 -4.963  -0.10
C -1.791 -2.996 -4.062  -0.16
C 1.918 -0.376 -4.341  -0.37
C 1.367 0.264 -5.445  -0.14
C 2.136 1.117 -6.223  -0.08
C 3.466 1.348 -5.905  -0.09
C 4.017 0.739 -4.788  -0.08
C 3.242 -0.106 -4.009  -0.14
H 2.097 -3.298 -4.626  0.05
H 1.426 -4.262 -3.312  0.06
H 3.967 -2.593 -2.988  0.07
H 3.978 -4.244 -3.567  0.11
H 4.420 -4.234 -1.154  0.06
H 2.899 -5.051 -1.511  0.05
H 4.237 -4.831 1.774  0.09
H 3.944 -6.982 2.933  0.10
H 1.740 -8.108 2.929  0.10
H -0.160 -7.080 1.723  0.10
H 0.133 -4.918 0.576  0.09
H 4.937 -1.465 -1.052  0.09
H 7.012 -0.512 -0.133  0.10
H 7.528 -0.758 2.276  0.10
H 5.943 -1.943 3.756  0.11
H 3.848 -2.859 2.849  0.09
H 0.652 -2.082 -6.208  0.09
H -0.926 -3.068 -7.813  0.10
H -3.071 -4.019 -7.023  0.10
H -3.597 -4.017 -4.607  0.10
H -2.033 -2.991 -3.003  0.10
H 0.323 0.118 -5.692  0.08
H 1.691 1.619 -7.073  0.10
H 4.066 2.016 -6.509  0.10
H 5.044 0.942 -4.509  0.10
H 3.671 -0.530 -3.107  0.08
C -3.600 2.461 6.014  -0.04
C -2.115 2.230 5.995  -0.27
C -1.490 1.515 7.016  -0.04
C -0.116 1.338 7.021  -0.05
C 0.646 1.882 5.998  -0.29
C 0.047 2.617 4.986  -0.05
C -1.328 2.774 4.980  -0.03
S 2.420 1.789 6.144  0.63
O 2.847 3.051 6.669  -0.27
O 2.745 0.581 6.848  -0.29
N 3.080 1.657 4.635  -0.12
C 3.192 0.346 4.007  -0.19
C 1.885 -0.175 3.386  -0.07
C 1.672 0.370 1.999  -0.66
O 0.786 1.233 1.777  -0.05
O 2.379 -0.054 1.037  -0.17
H -4.123 1.661 6.535  0.08
H -3.988 2.546 5.000  0.06
H -3.822 3.395 6.534  0.09
H -2.084 1.116 7.828  0.12
H 0.385 0.799 7.813  0.12
H 0.651 3.072 4.211  0.11
H -1.795 3.352 4.192  0.12
H 2.831 2.423 4.021  0.11
H 3.513 -0.332 4.796  0.11
H 3.966 0.388 3.242  0.12
H 1.046 0.109 4.018  0.10
H 1.944 -1.261 3.300  0.11
C 3.622 2.101 -0.625  -0.08
O 2.695 2.090 -1.698  -0.10
C 1.561 1.326 -1.561  -0.55
O 0.817 1.398 -2.536  -0.11
H 4.420 2.778 -0.926  0.09
H 4.039 1.109 -0.440  0.07
H 3.162 2.467 0.298  0.09
N -1.070 0.649 -0.343  -0.26
P -1.912 1.765 -1.019  0.64
N -1.351 3.335 -0.982  -0.18
C -0.001 3.729 -0.588  -0.21
C -0.038 5.123 0.028  -0.17
C -0.407 6.143 -1.061  -0.19
C -1.387 5.521 -2.075  -0.17
C -2.217 4.432 -1.404  -0.22
N -2.492 1.483 -2.590  -0.20
C -1.888 2.046 -3.806  -0.19
C -2.450 1.330 -5.041  -0.17
C -3.915 0.959 -4.814  -0.18
C -4.010 -0.095 -3.698  -0.16
C -2.832 0.064 -2.733  -0.23
N -3.421 1.869 -0.250  -0.19
C -4.689 2.281 -0.829  -0.22
C -5.826 1.427 -0.274  -0.18
C -5.970 1.629 1.246  -0.19
C -4.624 2.019 1.877  -0.18
C -3.483 1.358 1.115  -0.25
H 0.669 3.763 -1.455  0.11
H 0.379 2.990 0.117  0.08
H 0.942 5.357 0.449  0.11
H -0.765 5.142 0.844  0.11
H 0.502 6.455 -1.579  0.11
H -0.846 7.034 -0.609  0.10
H -0.833 5.071 -2.902  0.11
H -2.047 6.286 -2.485  0.11
H -2.974 4.042 -2.085  0.09
H -2.740 4.868 -0.541  0.12
H -0.800 1.972 -3.793  0.09
H -2.163 3.105 -3.853  0.10
H -1.890 0.412 -5.243  0.09
H -2.347 1.987 -5.906  0.11
H -4.355 0.570 -5.733  0.11
H -4.466 1.860 -4.530  0.11
H -3.982 -1.099 -4.126  0.09
H -4.953 0.016 -3.158  0.10
H -1.965 -0.497 -3.099  0.06
H -3.074 -0.328 -1.744  0.10
H -4.624 2.172 -1.911  0.10
H -4.902 3.339 -0.609  0.11
H -5.605 0.379 -0.491  0.11
H -6.760 1.682 -0.776  0.11
H -6.334 0.705 1.701  0.10
H -6.709 2.404 1.457  0.10
H -4.601 1.715 2.926  0.09
H -4.484 3.102 1.838  0.11
H -3.642 0.267 1.109  0.10
H -2.518 1.549 1.588  0.09
O -0.095 -1.439 1.289  -0.68
S -1.438 -1.829 1.844  1.00
C -1.854 -0.625 3.176  -0.28
C -1.861 -1.351 4.515  -0.21
C -0.851 -2.488 4.423  -0.22
C -1.079 -3.152 3.076  -0.28
H -2.829 -0.206 2.940  0.06
H -1.102 0.162 3.100  0.08
H -2.857 -1.759 4.704  0.12
H -1.615 -0.673 5.331  0.10
H -0.975 -3.199 5.241  0.12
H 0.163 -2.096 4.481  0.10
H -1.949 -3.811 3.083  0.10
H -0.215 -3.704 2.715  0.07


The evaluated molar mass for the records listed, in turn: 1154.32, 1344.79 g/mol.